2 unconnected molecules or ions with the total composition C5H10NO5P at a distorted geometry, computed with wB97M-V/def2-TZVPD.

Output
E_HOMO (alpha / beta) in hartree: 0.0649 / -0.0256
Orbital gap (alpha / beta) in eV: 4.456 / 6.130
Calculated total energy in Ha: -968.74165
⟨S²⟩: 2.0088
Lowest unoccupied orbital energy (alpha / beta) in eV: 6.2 / 5.4

```
! wB97M-V def2-TZVPD RIJCOSX def2/J DEFGRID3
* xyz -2 3
C -0.7740 1.7942 -0.1429
C 0.0110 0.1657 1.6713
C 1.0254 -1.4700 -0.9294
C 2.0517 0.6956 -0.4264
C -0.6252 0.3015 0.3762
N 0.9110 -0.0695 -0.9346
O -1.3874 1.8691 -1.2496
O -2.4594 -0.4458 -1.3677
O -1.7775 -2.3201 0.0635
O -0.3620 2.6785 0.5761
O -3.1664 -0.5147 1.1176
P -2.0730 -0.8548 0.1212
H 0.9993 -0.4630 1.9075
H -0.9057 -0.0703 2.3098
H 0.3929 1.1981 2.0246
H 1.5403 -1.7813 -0.0200
H 0.0521 -1.9345 -1.2347
H 1.8322 -1.8270 -1.6711
H 2.4559 0.0631 0.4062
H 2.6579 1.0196 -1.2397
H 1.5323 1.5021 0.0138
H -1.9312 0.4635 -1.3716
*
```



A single C5H10NOP molecule at a distorted geometry, computed with wB97M-V/def2-TZVPD.

Output
E_HOMO in hartree: -0.3299
Orbital gap in eV: 9.825
Calculated total energy in Ha: -667.76722
Lowest unoccupied orbital energy in eV: 0.8

```
! wB97M-V def2-TZVPD RIJCOSX def2/J DEFGRID3
* xyz 0 1
C -0.4919 2.2306 -0.4793
C 0.2829 -0.7900 -0.8313
C 1.1179 0.3291 -0.0968
C -0.9052 -0.2102 -0.1581
C -0.1790 0.9728 0.4028
N -0.1978 1.2669 1.8104
O -1.1058 2.1726 -1.4921
P -0.0241 0.0707 3.0186
H -0.2263 3.1826 -0.1100
H 0.3715 -0.5236 -1.9098
H 0.3994 -1.8502 -0.6789
H 1.7766 -0.1489 0.7186
H 1.7433 1.0418 -0.6335
H -1.5483 0.0197 -0.9371
H -1.5308 -0.6356 0.5878
H -0.7534 2.1805 2.0178
H -0.0966 -0.9934 2.1844
H 1.3643 -0.1235 2.9791
*
```



A gas-phase ion, C5H10NOS (charge +1), computed with wB97M-V/def2-TZVPD.

Output
E_HOMO in hartree: -0.5218
Orbital gap in eV: 9.993
Calculated total energy in Ha: -724.43641
Lowest unoccupied orbital energy in eV: -4.2

```
! wB97M-V def2-TZVPD RIJCOSX def2/J DEFGRID3
* xyz 1 1
C 3.0375 -0.1839 0.3743
O 1.9513 -1.0536 0.6880
C 0.9731 -1.1663 -0.2820
C -0.2215 -0.2938 -0.0155
N -1.4035 -0.5983 -0.4628
C -2.5150 0.2930 -0.0959
C -1.8224 1.5924 0.3317
S -0.1419 1.1328 0.8922
H 3.3833 -0.3360 -0.6485
H 3.8489 -0.4323 1.0504
H 2.7708 0.8618 0.5259
H 1.3444 -0.8904 -1.2787
H 0.6371 -2.2031 -0.3451
H -1.5821 -1.4517 -0.9722
H -3.1241 -0.1615 0.6803
H -3.0931 0.5001 -0.9929
H -1.6817 2.2354 -0.5340
H -2.3609 2.1554 1.0850
*
```



A single C5H10NP molecule at a distorted geometry, computed with wB97M-V/def2-TZVPD.

Output
E_HOMO (alpha / beta) in hartree: -0.2297 / -0.3418
Orbital gap (alpha / beta) in eV: 7.456 / 7.264
Calculated total energy in Ha: -592.42642
⟨S²⟩: 2.0108
Lowest unoccupied orbital energy (alpha / beta) in eV: 1.2 / -2.0

```
! wB97M-V def2-TZVPD RIJCOSX def2/J DEFGRID3
* xyz 0 3
C -1.4741 0.0592 -1.0503
C -0.4700 1.1663 -1.2760
C -1.2226 -1.2242 -0.9325
C 0.9645 0.5981 -1.1990
C 0.7556 -0.4590 2.7682
N 1.0449 -0.1438 0.0608
P 1.0527 0.7349 1.3169
H -2.3903 0.1281 -1.5622
H -0.7512 1.7266 -2.2486
H -1.9951 -2.0233 -0.9526
H -0.3277 -1.6491 -0.5866
H 1.2597 -0.0291 -1.9977
H 1.5986 1.4469 -1.1329
H 0.8647 -1.4725 2.4037
H -0.0519 -0.2391 3.3843
H 1.5851 -0.3593 3.3945
H -0.4428 1.7393 -0.3901
*
```



A molecular structure, C5H10NaO4 at a distorted geometry, computed with wB97M-V/def2-TZVPD.

Output
E_HOMO (alpha / beta) in hartree: -0.2064 / -0.3375
Orbital gap (alpha / beta) in eV: 4.754 / 8.322
Calculated total energy in Ha: -659.66402
⟨S²⟩: 0.7983
Lowest unoccupied orbital energy (alpha / beta) in eV: -0.9 / -0.9

```
! wB97M-V def2-TZVPD RIJCOSX def2/J DEFGRID3
* xyz 0 2
O 3.8798 -1.4352 -0.3232
C 3.3533 -0.8029 0.6221
O 3.7243 -0.8371 1.8179
Na 5.5443 -2.0604 1.1209
O 2.2095 -0.1400 0.3003
C 1.5301 0.5789 1.3290
C 0.3158 1.2147 0.7335
H 2.2041 1.3481 1.7443
H 1.2605 -0.1052 2.1477
H -0.2165 1.8604 1.4385
H 0.5081 1.7607 -0.1990
O -1.1934 0.0654 0.1686
H -0.7445 -0.6574 -0.2975
C -3.4465 -0.6525 -1.6801
C -2.6634 0.4962 -1.1124
H -3.1846 -1.5967 -1.1727
H -4.5267 -0.4913 -1.5578
H -3.2289 -0.7902 -2.7493
H -2.0813 1.0661 -1.8498
H -3.2441 1.1783 -0.4809
*
```



2 unconnected molecules or ions with the total composition C5H10O, computed with wB97M-V/def2-TZVPD.

Output
E_HOMO in hartree: -0.3237
Orbital gap in eV: 8.635
Calculated total energy in Ha: -271.58777
Lowest unoccupied orbital energy in eV: -0.2

```
! wB97M-V def2-TZVPD RIJCOSX def2/J DEFGRID3
* xyz 0 1
C -0.1190 1.7646 -0.3910
C 0.9747 0.7520 -0.1020
C 0.7886 -0.4923 0.7006
C -0.5142 -0.9106 1.3547
C 1.0075 -0.5806 -0.7804
O -1.1346 -0.9429 -1.7797
H -1.0771 1.2778 -0.5851
H 0.1345 2.3539 -1.2781
H -0.2311 2.4486 0.4575
H 1.9745 1.1887 -0.0573
H 1.6739 -0.8394 1.2377
H -0.5973 -2.0032 1.3983
H -0.5587 -0.5284 2.3798
H -1.3790 -0.5243 0.8100
H -0.1808 -1.0706 -1.9907
H -1.3569 -1.7486 -1.2943
*
```